Below is 2 unconnected molecules or ions with the total composition C4H10NO at a distorted geometry, with properties calculated with ωB97M-V/def2-TZVPD.

Computed properties:
E_LUMO (spin up / spin down) in eV: -4.891 / -4.512
HOMO-LUMO gap (spin up / spin down) in Eh: 0.316 / 0.359
Relative energy (zero: lowest compared OMol25 entry of this formula, charge and spin) in kJ/mol: 624.5
Molecular weight in g mol⁻¹: 88.130
HOMO level (spin up / spin down) in eV: -13.50 / -14.27

Structure (ORCA input):
```
! RIJCOSX wB97M-V def2-TZVPD def2/J DEFGRID3
* xyz 1 1
C 2.47342 -0.23896 0.11678
C 1.92431 1.03999 -0.43509
C -3.12285 -0.06480 0.27791
C 0.09792 -0.76627 -0.34539
N 1.04892 0.08767 0.31928
O -1.96390 0.53718 0.04493
H 2.69052 -1.18178 -0.41354
H 3.10701 -0.05008 0.90942
H 2.18577 1.83712 0.23504
H 1.61105 1.33500 -1.55398
H -3.27976 -0.69123 1.17717
H -3.51936 -0.47355 -0.71558
H -3.97117 0.57878 0.41708
H 0.38247 -0.81022 -1.41182
H -0.47263 -1.52102 0.14432
H 0.80827 0.38216 1.23346
*
```

Atomic partial charges in e from the Mulliken method, atoms 1 to 2: -0.339 -0.261

Below is a gas-phase ion, C4H10NO (charge +1) at a distorted geometry, with properties calculated with ωB97M-V/def2-TZVPD.

Computed properties:
E_LUMO in eV: -3.339
HOMO-LUMO gap in Eh: 0.460
Structure (SMILES): C[C@@H]1[NH2+][C@]1(C)O
Relative energy (zero: lowest compared OMol25 entry of this formula, charge and spin) in kJ/mol: 207.4
Molecular weight in g mol⁻¹: 88.130
HOMO level in eV: -15.84

Structure (ORCA input):
```
! RIJCOSX wB97M-V def2-TZVPD def2/J DEFGRID3
* xyz 1 1
C 2.00618 -0.02520 -0.27738
C 0.74722 0.58464 0.01158
N 0.07968 0.05358 1.21615
C -0.45374 -0.22517 -0.18225
C -1.99653 0.46070 -0.37724
O -0.30489 -1.46590 -0.79519
H 1.97285 -1.18722 -0.03859
H 2.84570 0.47279 0.19515
H 2.11269 -0.02686 -1.39499
H 0.63701 1.67264 -0.18630
H 0.61292 -0.70957 1.65109
H -0.47976 0.60828 1.85055
H -1.91940 1.42419 -1.02471
H -2.21074 0.68855 0.59082
H -2.53002 -0.33220 -0.83851
H -1.11917 -1.99324 -0.40020
*
```

Atomic partial charges in e from the Mulliken method, atoms 1 to 2: -1.262 0.079

Below is 2 unconnected molecules or ions with the total composition C4H10NO, with properties calculated with ωB97M-V/def2-TZVPD.

Computed properties:
E_LUMO (spin up / spin down) in eV: -10.275 / -13.736
HOMO-LUMO gap (spin up / spin down) in Eh: 0.297 / 0.170
Relative energy (zero: lowest compared OMol25 entry of this formula, charge and spin) in kJ/mol: 97.2
Molecular weight in g mol⁻¹: 88.130
HOMO level (spin up / spin down) in eV: -18.36 / -18.36
Expectation value of S²: 0.7582

Structure (ORCA input):
```
! RIJCOSX wB97M-V def2-TZVPD def2/J DEFGRID3
* xyz 2 2
C 0.67868 -0.38061 2.02173
C 0.29903 -0.81022 0.64481
C -0.61525 -0.35902 -0.19820
N 1.12073 -1.97902 0.16664
H 0.07373 0.45720 2.35379
H 0.57330 -1.22982 2.69889
H 1.72114 -0.05283 2.01415
H -0.70175 -0.77634 -1.19577
H -1.23722 0.48313 0.06076
H 1.19782 -2.72390 0.86856
H 2.08261 -1.68881 -0.03584
H 0.70949 -2.35844 -0.68846
O -1.87917 2.18437 -3.05311
C -1.46945 2.85206 -2.16933
H -2.07380 3.72166 -1.79709
H -0.47991 2.66058 -1.69151
*
```

Atomic partial charges in e from the Mulliken method, atoms 1 to 2: -1.221 0.822

Below is a gas-phase ion, C4H10NO2 (charge -1) at a distorted geometry, with properties calculated with ωB97M-V/def2-TZVPD.

Computed properties:
E_LUMO in eV: 3.871
HOMO-LUMO gap in Eh: 0.247
Structure (SMILES): [O-]CNCCCO
Relative energy (zero: lowest compared OMol25 entry of this formula, charge and spin) in kJ/mol: 436.2
Molecular weight in g mol⁻¹: 104.129
HOMO level in eV: -2.85

Structure (ORCA input):
```
! RIJCOSX wB97M-V def2-TZVPD def2/J DEFGRID3
* xyz -1 1
O -1.58243 -2.16833 -1.46242
C -0.77076 -1.67096 -0.62858
N 0.12896 -0.40616 -0.91997
C -0.38719 1.03861 -0.76310
C -0.42842 1.43354 0.78850
C 0.94676 1.27173 1.66860
O 1.94195 0.23686 1.19525
H 0.19020 -2.35595 -0.32937
H -1.32467 -1.25670 0.28803
H 0.02551 -0.54510 -1.94659
H -1.33588 1.38325 -1.26742
H 0.48354 1.57978 -1.09321
H -0.58379 2.59841 0.93617
H -1.23242 0.81550 1.25082
H 1.48071 2.19143 1.26455
H 0.82357 1.47707 2.76773
H 1.53200 -0.03045 0.31389
*
```

Atomic partial charges in e from the Mulliken method, atoms 1 to 2: -0.758 -0.204